[1]
Here is a molecular structure, C36H33AsIrN7OS from OMol25. Energies are from the ωB97M-V functional and the def2-TZVPD basis.

Geometry as XYZ:
```
80
Properties=species:S:1:pos:R:3:lowdin_charge:R:1
Ir -0.20132 0.56803 1.15357 1.119
As -3.17648 1.13319 -0.53620 1.027
S 2.06458 0.73403 1.64295 0.654
O -2.34181 0.84631 0.87715 -0.588
N -0.38235 2.32912 2.17474 -0.164
N 0.38053 1.09900 -0.91323 -0.084
N 3.96139 -1.02176 2.24620 0.097
N -0.60766 2.31905 3.40929 0.140
N 2.07036 -1.85625 1.08002 0.051
N -0.66168 -1.29496 0.29327 -0.085
N 1.81832 -4.62566 -7.66891 0.156
C 2.60077 -3.06989 1.10293 -0.131
C 1.55276 -4.04157 -6.71572 -0.183
C -0.62209 3.61466 1.58294 -0.258
C 1.21724 -3.31071 -5.52373 -0.230
C 0.24266 -1.13026 -1.98222 -0.062
C -0.43452 -2.33459 -4.08194 -0.016
C -1.93147 4.05622 1.45429 -0.051
C -2.17688 5.29137 0.87380 -0.086
C 0.86810 2.25978 -1.31550 -0.178
C -0.11611 -3.03676 -5.23127 -0.014
C 1.89754 -2.16894 -3.52411 0.000
C -2.42884 2.45917 -1.70660 -0.172
C 2.77048 -0.87626 1.66510 -0.750
C 3.83290 -3.32666 1.68209 -0.031
C 1.07103 0.95155 -3.09823 -0.024
C -0.11604 -1.26528 3.65989 -0.118
C 0.44090 4.40740 1.18605 -0.047
C -1.58749 -3.35802 0.15118 -0.064
C -0.87989 -3.15599 -1.01106 -0.028
C -4.91275 1.77235 -0.02909 -0.194
C -0.33172 -0.32865 5.89405 -0.093
C -0.33789 -1.84327 -0.93617 -0.287
C 1.29309 2.23308 -2.66348 -0.061
C -1.11941 6.08149 0.44082 -0.084
C 0.51362 0.23472 -1.99804 -0.261
C -0.51824 0.92230 5.34845 -0.026
C 5.82023 -2.39473 2.92953 -0.038
C -0.50079 1.05101 3.95969 -0.306
C -3.45130 -0.47237 -1.54570 -0.178
C -1.42522 -2.18310 0.91694 -0.161
C 0.18708 5.64445 0.61066 -0.070
C -0.11680 -1.41120 5.03871 -0.074
C 0.56631 -1.89279 -3.22226 -0.185
C -0.34396 -0.02005 3.06381 -0.300
C 4.49199 -2.24314 2.24967 -0.342
C 2.22598 -2.87757 -4.66579 -0.010
H -1.98487 3.24662 -1.09996 0.024
H -4.16977 -0.29140 -2.34469 0.046
H -1.31284 7.04614 -0.00962 0.103
H -3.19485 5.64647 0.77142 0.104
H -0.64958 1.80413 5.96232 0.110
H 1.27966 0.54364 -4.07385 0.111
H -1.66505 2.01066 -2.33887 0.027
H 2.02145 -3.85790 0.62951 0.107
H -2.14616 -4.23251 0.44268 0.094
H -5.56736 1.79200 -0.89952 0.042
H -0.32204 -0.46896 6.96646 0.098
H -3.81524 -1.24653 -0.87246 0.049
H 1.45289 4.06310 1.36160 0.119
H -1.47075 -2.12158 -3.85248 0.118
H -0.89281 -3.37414 -5.90388 0.121
H 0.06566 -2.39143 5.46397 0.103
H -3.23405 2.86865 -2.31732 0.048
H 1.01355 6.27214 0.30408 0.109
H 0.10500 -2.13148 3.04981 0.083
H 0.92455 3.09736 -0.64509 0.076
H -1.83549 -1.97124 1.88956 0.103
H 2.67323 -1.82616 -2.85131 0.133
H 6.33915 -3.29481 2.60241 0.072
H -0.77235 -3.83660 -1.83949 0.108
H 3.25892 -3.09690 -4.89875 0.122
H 1.71456 3.05854 -3.21361 0.095
H 6.43798 -1.52032 2.73417 0.078
H 5.67234 -2.45760 4.00946 0.084
H -4.81422 2.77582 0.38069 0.032
H 4.27095 -4.31510 1.69000 0.101
H -2.49571 -0.78806 -1.95842 0.016
H -5.32040 1.10768 0.72979 0.047
H -2.73145 3.42195 1.81282 0.105
```

The calculation puts the energy relative to the best compared isomer or geometry (same formula, charge and spin) at 15.3 kcal per mole. The calculation puts the HOMO-LUMO gap at 0.237 hartree. The calculation puts the largest force on an atom at 0.5 eV Å⁻¹.

[2]
Here is a molecular structure, C36H33BCl2GaN10O2 in a non-equilibrium geometry from OMol25. Energies are from the ωB97M-V functional and the def2-TZVPD basis.

Geometry as XYZ:
```
85
Properties=species:S:1:pos:R:3:lowdin_charge:R:1
Ga 0.38348 0.53586 -0.71909 0.606
Cl 1.06658 -3.55829 -0.40565 0.761
Cl -3.47128 -6.14297 0.96900 0.784
O -1.25476 -0.47871 -0.56888 -0.076
O -0.91928 -1.02677 -2.69131 0.072
N 0.05870 -0.83722 1.58822 -0.064
N 2.14205 0.64212 0.60994 0.117
N -0.69046 1.85699 -1.90000 0.005
N -1.64302 2.33890 2.51022 0.193
N -0.33966 2.38017 -3.07964 -0.037
N -0.30208 1.83793 0.83499 0.129
N -1.87642 -3.87490 -0.20823 0.078
N 3.57919 0.07272 2.18492 0.190
N 1.88802 0.52650 -2.11613 0.004
N 1.91083 1.25799 -3.24840 -0.032
C -1.92725 4.81464 2.00911 -0.007
C 4.86755 2.97964 -0.38454 -0.055
C -1.63746 -1.00441 -1.70454 -0.600
C 2.98337 0.92978 -3.96284 -0.046
C 2.34785 -0.10957 1.66368 -0.262
C -0.94651 1.37053 1.87708 -0.250
C -2.01566 2.01617 -1.76587 -0.123
C -1.49340 5.77487 1.11722 -0.071
C -4.69911 -1.49279 1.77999 -0.099
C 3.70777 -0.03711 -3.28177 -0.018
C -2.79980 -3.05091 0.44761 -0.220
C -1.41464 2.87285 -3.69041 -0.039
C 2.98534 -0.25108 -2.12457 -0.122
C -1.43635 3.52861 1.82839 -0.169
C 3.60454 2.42876 -0.45619 -0.002
C 1.02013 -6.01529 0.70713 -0.102
C -1.00084 -7.12693 1.36440 -0.092
C -1.13212 -4.91737 0.36593 -0.293
C 1.33728 -1.05654 2.23037 -0.112
C -2.52209 2.66034 -2.88170 -0.015
C -0.93481 -0.06341 2.31342 -0.089
C 0.37484 -7.11316 1.24589 -0.071
C -1.74874 -6.04880 0.92153 -0.580
C -4.38310 -1.23261 0.45407 -0.046
C 4.22491 1.02948 1.41817 -0.170
C 5.81311 2.53856 0.54878 -0.068
C -0.10149 4.19147 -0.08360 -0.001
C 0.26997 -4.93145 0.29079 -0.568
C -3.44340 -1.98202 -0.23605 -0.158
C 3.29396 1.40931 0.44036 -0.198
C -0.56639 3.20340 0.77924 -0.196
C -0.58147 5.47146 0.09929 -0.057
C 5.50241 1.56810 1.48004 -0.006
C -3.06523 -1.57324 -1.64614 -0.021
C -4.03886 -2.50154 2.45153 -0.091
C -3.08584 -3.26564 1.79689 -0.088
B 1.12301 2.57361 -3.49190 -0.404
H 5.14008 3.76742 -1.07308 0.113
H -4.26285 -2.70409 3.49020 0.108
H 1.67303 -2.07934 2.03542 0.114
H -2.56668 -4.04693 2.33484 0.091
H 2.09485 -6.00417 0.59752 0.108
H 1.60932 3.42079 -2.77716 0.068
H 4.62166 -0.51561 -3.58080 0.106
H 1.17865 2.85993 -4.64562 0.085
H -3.70361 -0.74825 -1.96715 0.126
H -2.53281 1.67310 -0.88611 0.123
H -3.54334 2.92226 -3.08704 0.103
H -1.51225 -7.99134 1.76181 0.112
H -1.85868 6.78801 1.20610 0.110
H 3.96269 -0.39502 2.98878 0.176
H -3.18639 -2.38613 -2.36388 0.135
H 2.88325 2.78427 -1.17818 0.083
H 0.60774 3.95098 -0.86256 0.088
H -0.36145 -1.71852 1.32550 0.087
H 6.80230 2.97412 0.54550 0.111
H -0.25354 6.25846 -0.56506 0.112
H 0.95042 -7.97622 1.54577 0.114
H -1.47286 -3.49894 -1.05084 0.107
H -2.62235 5.05619 2.80098 0.115
H 3.18580 1.40239 -4.90721 0.133
H -1.92345 -0.48106 2.09694 0.123
H -2.22042 2.22344 3.32600 0.176
H -4.87425 -0.41229 -0.05502 0.115
H 3.23486 -0.89803 -1.30656 0.114
H -1.34207 3.34757 -4.65226 0.131
H 1.29017 -0.92607 3.31962 0.135
H -5.45075 -0.90287 2.28598 0.102
H -0.78341 -0.10150 3.40089 0.137
H 6.22300 1.23945 2.21594 0.116
```

The calculation puts the energy relative to the best compared isomer or geometry (same formula, charge and spin) at 6.2 kcal per mole. Its charge is +1. The calculation puts the HOMO-LUMO gap at 0.302 hartree. The calculation puts the largest force on an atom at 1.2 eV Å⁻¹.